{
  "formula": "C50H40CsF3N10O4PS3",
  "method": "ωB97M-V with the def2-TZVPD basis set",
  "max_force_ev_per_a": 1.17,
  "multiplicity": 1,
  "homo_lumo_gap_ev": 6.91,
  "e_tot_ev": -126090.339,
  "total_charge": -1,
  "homo_energy_ev": -5.02,
  "symbols": ["Cs", "S", "S", "S", "P", "F", "F", "F", "O", "O", "O", "O", "N", "N", "N", "N", "N", "N", "N", "N", "N", "N", "C", "C", "C", "C", "C", "C", "C", "C", "C", "C", "C", "C", "C", "C", "C", "C", "C", "C", "C", "C", "C", "C", "C", "C", "C", "C", "C", "C", "C", "C", "C", "C", "C", "C", "C", "C", "C", "C", "C", "C", "C", "C", "C", "C", "C", "C", "C", "C", "C", "C", "H", "H", "H", "H", "H", "H", "H", "H", "H", "H", "H", "H", "H", "H", "H", "H", "H", "H", "H", "H", "H", "H", "H", "H", "H", "H", "H", "H", "H", "H", "H", "H", "H", "H", "H", "H", "H", "H", "H", "H"],
  "coordinates": [[1.063, -0.076, -0.296], [-1.209, -1.792, 1.515], [2.103, 7.419, -3.761], [-5.729, -1.479, -4.004], [1.644, 1.957, 3.498], [2.151, 1.629, -4.867], [3.448, 2.708, -3.516], [4.141, 0.877, -4.441], [-0.252, -0.786, 1.948], [1.500, -0.039, -2.887], [-2.584, -1.338, 1.373], [3.231, 0.719, -1.656], [-1.143, 1.801, 2.984], [2.835, 2.765, 1.087], [0.451, -3.137, -2.068], [-1.732, 1.061, -1.967], [-0.600, -2.499, 0.287], [0.018, 2.676, 1.326], [0.129, 3.037, -1.937], [3.153, -0.003, 2.209], [1.958, -0.865, 3.853], [3.936, 3.422, 2.889], [4.679, 3.802, 1.805], [-4.337, -1.371, -2.994], [2.827, 2.790, 2.396], [-0.223, -4.755, 4.082], [-3.304, 0.562, -4.193], [0.099, 2.134, 2.519], [-0.620, 2.883, -3.045], [1.011, 4.000, -1.910], [2.531, 0.617, -2.672], [-5.314, -3.374, -2.351], [-2.392, 1.629, -4.207], [3.054, 1.467, -3.879], [3.980, 3.387, 0.706], [-2.797, -5.338, -0.727], [-2.134, -3.652, 4.999], [-1.326, 3.496, -5.320], [-2.190, -2.819, 3.892], [-1.242, -2.943, 2.887], [-0.624, -3.858, -1.661], [-0.631, -5.094, -3.730], [-1.495, 1.180, 4.232], [4.322, 3.585, 4.270], [-3.414, -0.236, -3.076], [2.244, 5.949, -2.875], [1.037, -1.006, 4.953], [-1.301, 2.652, 0.982], [-2.289, -5.633, -1.958], [0.465, 4.733, -4.116], [0.936, -3.357, -3.257], [-2.033, 2.103, 1.993], [-1.606, 1.824, -3.062], [-2.276, -4.287, 0.056], [2.642, -1.897, 3.278], [3.572, 8.021, -3.124], [-6.188, -2.978, -3.317], [1.231, 4.896, -2.986], [-4.253, -2.451, -2.164], [2.268, 0.261, 3.148], [3.376, -1.346, 2.270], [4.142, 7.136, -2.263], [-2.233, 2.497, -5.341], [-1.146, -4.625, 5.115], [-1.201, -3.534, -0.376], [-0.267, -3.924, 2.974], [-1.192, -4.878, -2.449], [-1.075, -5.509, 6.330], [-0.494, 3.711, -4.168], [3.381, 5.947, -2.121], [0.419, -4.331, -4.144], [-2.592, 0.078, -1.969], [3.433, 3.671, 4.892], [0.536, -5.528, 4.141], [3.674, 5.108, -1.515], [4.262, 3.445, -0.330], [-3.453, -2.596, -1.454], [-0.536, -6.430, 6.115], [0.449, -4.023, 2.169], [1.043, -0.095, 5.550], [2.532, -2.907, 3.632], [-1.620, 3.015, 0.022], [-2.708, -6.423, -2.569], [3.932, 8.993, -3.414], [-2.391, 1.655, 4.635], [-5.408, -4.294, -1.795], [-2.976, -2.083, 3.785], [-2.071, -5.771, 6.685], [-0.684, 1.318, 4.946], [-2.876, -3.552, 5.783], [-0.556, -5.007, 7.150], [0.602, 5.377, -4.978], [4.914, 2.735, 4.615], [-7.073, -3.484, -3.660], [0.858, -4.455, -5.125], [-3.908, 0.371, -5.073], [0.031, -1.208, 4.588], [4.065, -1.826, 1.595], [-1.058, -5.859, -4.370], [5.076, 7.316, -1.754], [-1.209, 4.157, -6.171], [-2.665, -0.499, -1.053], [1.573, 4.097, -0.987], [1.364, -1.836, 5.578], [1.774, -2.735, -3.554], [-2.750, -4.057, 1.000], [5.622, 4.306, 1.919], [-1.678, 0.114, 4.092], [-3.635, -5.907, -0.338], [4.913, 4.495, 4.368], [-2.861, 2.336, -6.210], [-3.077, 1.864, 2.087]]
}

{
  "formula": "C50H41IrN4O3P2STe",
  "method": "ωB97M-V with the def2-TZVPD basis set",
  "max_force_ev_per_a": 2.99,
  "multiplicity": 6,
  "homo_lumo_gap_ev": [3.89, 4.79],
  "e_tot_ev": -104150.645,
  "total_charge": 1,
  "homo_energy_ev": [-6.68, -9.36],
  "symbols": ["Ir", "Te", "S", "P", "P", "O", "O", "O", "N", "N", "N", "N", "C", "C", "C", "C", "C", "C", "C", "C", "C", "C", "C", "C", "C", "C", "C", "C", "C", "C", "C", "C", "C", "C", "C", "C", "C", "C", "C", "C", "C", "C", "C", "C", "C", "C", "C", "C", "C", "C", "C", "C", "C", "C", "C", "C", "C", "C", "C", "C", "C", "C", "H", "H", "H", "H", "H", "H", "H", "H", "H", "H", "H", "H", "H", "H", "H", "H", "H", "H", "H", "H", "H", "H", "H", "H", "H", "H", "H", "H", "H", "H", "H", "H", "H", "H", "H", "H", "H", "H", "H", "H", "H"],
  "coordinates": [[0.034, 0.196, -1.192], [-2.651, 4.301, 0.851], [-1.175, 0.862, -3.330], [0.047, 2.560, -0.663], [-0.463, 2.297, 2.171], [0.031, 0.899, 1.648], [1.083, -1.062, -2.665], [1.722, -2.403, -5.116], [0.735, -1.394, 0.162], [-3.753, 1.400, -3.386], [0.501, -1.367, 1.470], [-0.428, 8.682, 1.320], [-2.033, 2.897, 4.406], [-1.658, 6.221, 1.005], [1.597, -2.233, -2.654], [-3.264, -0.908, -3.153], [-0.243, 3.729, -2.019], [0.173, -0.400, 2.236], [2.576, -4.152, -1.473], [1.396, -2.505, -0.172], [-0.390, 8.050, 0.164], [0.834, 4.249, -2.728], [-0.831, 3.229, 0.733], [3.511, 4.424, 0.465], [1.776, 2.921, -0.216], [3.074, -4.650, -2.666], [3.208, 3.248, 3.704], [3.043, 4.594, 3.989], [0.660, -1.505, -5.354], [2.169, 4.168, 0.256], [2.786, -4.016, -3.854], [-1.539, 4.024, -2.436], [-1.751, 4.892, -3.493], [-4.606, -1.195, -3.261], [4.066, 2.191, -0.233], [0.926, 3.123, 2.989], [2.726, 1.938, -0.455], [0.617, 5.097, -3.798], [1.842, -2.959, -1.430], [1.821, 5.209, 3.770], [-2.912, 1.259, 2.865], [0.063, -0.018, 5.975], [-3.198, 2.817, 5.148], [-0.211, -1.979, 4.040], [-5.535, -0.147, -3.418], [0.766, 4.476, 3.263], [-0.281, -2.311, 5.372], [-1.894, 2.121, 3.261], [-5.084, 1.137, -3.463], [-2.814, 0.410, -3.250], [-1.710, 6.892, 2.218], [2.008, -2.856, -3.884], [-0.130, -1.337, 6.352], [2.156, 2.508, 3.199], [4.458, 3.441, 0.217], [-0.984, 6.812, -0.050], [-1.071, 8.120, 2.324], [0.122, 0.330, 4.640], [-4.075, 1.190, 3.610], [-0.673, 5.430, -4.176], [0.007, -0.646, 3.642], [-4.224, 1.978, 4.741], [2.769, -4.679, -0.550], [1.692, 6.261, 3.972], [3.819, 5.402, 0.805], [5.505, 3.654, 0.361], [0.301, 1.366, 4.391], [-3.407, 2.348, -3.477], [1.642, -3.153, 0.666], [1.459, 5.505, -4.334], [-5.141, 1.953, 5.310], [4.802, 1.427, -0.429], [-2.378, 3.563, -1.932], [2.288, 1.460, 2.977], [-0.320, -2.727, 3.271], [-4.875, 0.532, 3.307], [3.140, -4.409, -4.792], [-2.758, 5.153, -3.784], [-1.078, 8.672, 3.254], [-0.842, 6.081, -5.017], [3.667, -5.551, -2.672], [-0.273, -1.857, -4.900], [0.187, 0.748, 6.729], [-6.585, -0.363, -3.509], [4.162, 2.772, 3.869], [2.392, 0.975, -0.844], [3.873, 5.170, 4.368], [1.429, 4.936, 0.439], [0.875, -0.502, -4.982], [-0.451, -3.338, 5.653], [-2.243, 6.479, 3.062], [-2.794, 0.647, 1.979], [-1.229, 3.550, 4.717], [-5.740, 1.987, -3.553], [0.546, -1.478, -6.438], [-0.181, 4.954, 3.061], [-4.947, -2.217, -3.239], [-3.307, 3.413, 6.042], [-2.533, -1.691, -3.024], [1.841, 3.982, -2.450], [-0.925, 6.339, -1.019], [-0.160, -1.604, 7.396], [0.134, 8.559, -0.635]]
}

{
  "formula": "C50H41N2P2SeSiTi",
  "method": "ωB97M-V with the def2-TZVPD basis set",
  "max_force_ev_per_a": 1.56,
  "multiplicity": 1,
  "homo_lumo_gap_ev": 7.26,
  "e_tot_ev": -170405.694,
  "total_charge": 1,
  "homo_energy_ev": -10.41,
  "symbols": ["Se", "Ti", "P", "P", "Si", "N", "N", "C", "C", "C", "C", "C", "C", "C", "C", "C", "C", "C", "C", "C", "C", "C", "C", "C", "C", "C", "C", "C", "C", "C", "C", "C", "C", "C", "C", "C", "C", "C", "C", "C", "C", "C", "C", "C", "C", "C", "C", "C", "C", "C", "C", "C", "C", "C", "C", "C", "C", "H", "H", "H", "H", "H", "H", "H", "H", "H", "H", "H", "H", "H", "H", "H", "H", "H", "H", "H", "H", "H", "H", "H", "H", "H", "H", "H", "H", "H", "H", "H", "H", "H", "H", "H", "H", "H", "H", "H", "H", "H"],
  "coordinates": [[-3.489, -1.494, 3.552], [0.011, 0.176, 0.735], [0.847, -2.318, 0.961], [1.770, 1.049, -1.249], [-1.101, -0.932, -1.204], [-1.621, -0.344, 1.626], [0.747, 0.292, 2.988], [3.536, 0.923, -1.811], [-0.635, 3.552, 1.962], [1.648, 0.574, -3.935], [4.016, -0.379, -1.652], [1.194, 2.234, 0.775], [-1.225, -2.770, -0.836], [1.047, 0.195, -2.725], [2.064, 3.534, 0.734], [2.356, -3.091, 0.221], [2.731, 3.802, -0.594], [0.035, -0.698, -5.175], [-1.527, 3.805, 2.977], [-2.381, -0.817, 2.411], [2.986, 3.635, 1.920], [1.851, -2.320, 3.559], [1.135, 0.145, -5.148], [-0.195, 3.144, -1.270], [4.586, -4.025, 0.272], [-1.349, -5.527, -0.327], [2.317, -3.337, -1.156], [2.042, 4.139, -1.695], [-0.100, -0.612, -2.748], [-1.631, 2.915, 4.047], [0.836, -2.796, 2.721], [-2.187, -4.955, -1.282], [-2.118, -3.596, -1.535], [3.768, 2.684, 2.435], [-0.573, -1.062, -3.986], [-0.217, -3.509, 3.284], [-0.228, -3.787, 4.647], [6.177, 0.288, -2.462], [3.509, -3.433, 0.925], [4.386, 1.894, -2.320], [-0.416, -3.354, 0.138], [1.957, 0.876, 0.585], [0.413, 2.008, -0.541], [5.701, 1.575, -2.647], [3.392, -3.923, -1.805], [-2.827, -0.317, -1.506], [1.846, -2.608, 4.914], [-0.850, 1.785, 4.065], [0.805, -3.354, 5.460], [0.571, 4.102, -1.811], [5.328, -0.695, -1.968], [3.220, 0.516, 1.213], [0.057, 1.537, 3.035], [-0.460, -4.732, 0.372], [4.530, -4.275, -1.090], [0.202, 2.419, 1.967], [3.959, 1.278, 2.031], [-0.352, -1.060, -6.119], [5.678, -1.711, -1.833], [-0.595, 4.243, 1.131], [1.339, 4.340, 0.821], [-1.389, -6.592, -0.134], [2.521, 1.209, -3.943], [3.335, -4.112, -2.870], [2.645, -2.241, 5.546], [3.581, -3.278, 1.989], [-2.772, -3.166, -2.289], [0.105, 4.865, -2.426], [3.363, -1.160, -1.291], [-2.888, -5.575, -1.830], [6.350, 2.343, -3.050], [7.204, 0.047, -2.711], [3.581, -0.491, 1.023], [-3.182, -0.628, -2.493], [-2.872, 0.775, -1.465], [5.468, -4.297, 0.839], [-1.059, -4.338, 5.070], [1.756, 0.408, 3.009], [0.796, -3.579, 6.519], [1.604, 0.463, -6.071], [4.387, 2.989, 3.273], [5.365, -4.748, -1.593], [2.589, 4.478, -2.571], [1.437, -3.072, -1.733], [-1.270, 3.178, -1.421], [-2.147, 4.692, 2.939], [-0.946, 1.061, 4.868], [-1.446, -1.709, -4.019], [-3.502, -0.716, -0.744], [3.813, 3.839, -0.600], [0.464, -0.313, 3.749], [2.640, -1.691, 3.158], [3.011, 4.604, 2.408], [-2.331, 3.099, 4.852], [-1.046, -3.837, 2.672], [4.034, 2.900, -2.498], [0.208, -5.186, 1.095], [4.833, 0.800, 2.464]]
}